Record 1
Entry from the Open Molecules 2025 dataset: a structure of composition C29H50Br24N2O3PSi in a non-equilibrium geometry (ωB97M-V with the def2-TZVPD basis set).

Structure (ORCA input):
```
! RIJCOSX wB97M-V def2-TZVPD def2/J DEFGRID3
* xyz 1 1
C 5.559 2.091 0.411
C 5.503 1.086 -0.865
C 3.990 0.625 -1.226
C 3.385 -0.447 -0.172
N 3.410 -1.818 -0.780
N 2.140 -2.292 -1.156
C 1.329 -1.344 -1.995
C 1.314 -2.706 0.073
C 0.053 -3.640 -0.268
C -1.191 -3.447 0.755
C -2.377 -2.728 -0.066
C -3.833 -2.880 0.590
C -4.962 -2.675 -0.568
C -5.811 -1.319 -0.411
C -5.551 -0.241 -1.608
Si -3.827 0.594 -1.558
C -3.235 0.832 0.236
C -2.651 -0.528 -2.625
C -3.771 2.328 -2.425
C -2.731 3.362 -1.810
C -2.542 4.767 -2.428
C -3.387 5.156 -3.679
C -4.422 4.143 -4.254
C -4.641 2.701 -3.651
P 2.464 -3.835 -2.063
O 2.800 -5.004 -1.129
O 3.913 -3.517 -2.937
O 1.289 -4.168 -3.229
H 6.589 1.967 0.898
H 4.682 1.798 1.086
H 5.452 3.158 -0.013
H 5.841 1.727 -1.770
H 6.240 0.219 -0.796
H 3.298 1.503 -1.441
H 4.088 0.046 -2.224
H 2.390 -0.133 0.289
H 4.143 -0.471 0.701
H 3.799 -2.460 -0.061
H 0.423 -1.844 -2.509
H 0.872 -0.470 -1.390
H 1.991 -0.851 -2.795
H 1.958 -3.161 0.898
H 0.878 -1.730 0.518
H 0.408 -4.731 -0.120
H -0.371 -3.519 -1.319
H -1.529 -4.491 1.105
H -0.923 -2.836 1.685
H -2.090 -1.608 -0.115
H -2.468 -3.102 -1.155
H -3.948 -3.952 0.985
H -4.053 -2.124 1.424
H -4.552 -2.747 -1.630
H -5.692 -3.566 -0.451
H -5.696 -0.838 0.625
H -6.925 -1.620 -0.500
H -5.734 -0.699 -2.648
H -6.340 0.590 -1.440
H -3.676 0.023 0.934
H -3.641 1.829 0.608
H -2.090 0.736 0.364
H -2.988 -1.620 -2.660
H -2.700 -0.103 -3.688
H -1.570 -0.532 -2.213
H -2.094 3.086 -0.895
H -1.762 5.456 -1.969
H -3.229 6.187 -4.162
H -5.012 4.457 -5.169
H -5.391 1.961 -4.108
H 3.714 -2.815 -3.611
H 1.062 -5.126 -3.262
C -0.761 2.373 3.187
Br -0.806 3.744 4.557
Br -1.382 3.039 1.474
Br 0.993 1.552 3.042
H -1.456 1.590 3.501
C 8.054 -0.704 2.534
Br 8.021 -0.679 4.472
Br 6.394 -1.383 1.795
Br 8.522 1.030 1.800
H 8.840 -1.397 2.237
C 1.082 2.320 -3.836
Br -0.156 1.118 -4.722
Br 0.736 2.433 -1.929
Br 2.929 1.855 -4.215
H 0.912 3.313 -4.249
C -3.911 3.095 -8.338
Br -4.198 2.783 -6.441
Br -5.269 2.236 -9.426
Br -3.756 4.987 -8.738
H -2.958 2.635 -8.597
C -4.917 1.067 4.475
Br -4.932 2.426 5.857
Br -5.569 1.755 2.783
Br -3.167 0.238 4.303
H -5.608 0.286 4.788
C 9.981 -2.149 7.948
Br 11.362 -1.679 6.669
Br 10.088 -4.014 8.471
Br 9.988 -0.966 9.484
H 9.024 -2.014 7.446
C -8.076 4.588 -1.618
Br -8.606 4.781 0.239
Br -7.967 6.302 -2.519
Br -6.429 3.575 -1.800
H -8.858 4.016 -2.115
C 7.371 -3.354 11.618
Br 6.201 -3.684 10.106
Br 6.911 -1.711 12.541
Br 7.428 -4.869 12.828
H 8.377 -3.226 11.220
*
```

HOMO-LUMO gap   0.269 hartree
HOMO   -0.36975 Eh

---

Record 2
Entry from the Open Molecules 2025 dataset: an isolated molecule of C3F4 in a non-equilibrium geometry (ωB97M-V with the def2-TZVPD basis set).

Structure (ORCA input):
```
! RIJCOSX wB97M-V def2-TZVPD def2/J DEFGRID3
* xyz 0 1
F -0.410 2.075 2.035
C -0.286 1.117 1.214
C 0.428 0.413 0.364
C 0.151 -0.599 -0.686
F 0.823 -1.833 -0.548
F -1.170 -0.982 -0.507
F 0.464 -0.190 -1.872
*
```

SMILES   FC#CC(F)(F)F
ΔE to the lowest compared entry with this formula, charge and spin   14.27 kcal per mole
HOMO-LUMO gap   0.385 hartree
HOMO   -0.41033 Eh

---

Record 3
Entry from the Open Molecules 2025 dataset: a cluster of 2 separate species, C26H54BrIN3O8P3 in total in a non-equilibrium geometry (ωB97M-V with the def2-TZVPD basis set).

Structure (ORCA input):
```
! RIJCOSX wB97M-V def2-TZVPD def2/J DEFGRID3
* xyz 1 2
C 1.709 -3.491 1.753
C 2.471 -2.221 1.237
O 1.607 -1.136 0.900
C 1.315 -0.296 1.976
O 0.280 -0.911 2.734
C -0.050 -0.233 3.930
C 0.314 1.313 3.923
C 1.759 1.467 4.612
C 1.898 2.479 5.795
O 1.888 3.644 5.743
I 2.228 1.634 7.803
P -0.860 2.007 5.238
O -2.310 1.738 4.969
N 0.181 1.914 2.586
Br 1.108 3.792 2.639
C -1.184 2.291 2.163
C -2.215 1.132 1.931
P -3.127 1.461 0.327
O -2.396 0.918 -0.850
O -3.451 3.047 0.120
C -4.859 3.318 -0.149
C -5.595 3.381 1.234
O -4.527 0.562 0.446
C -4.224 -0.841 0.584
C -4.841 -1.710 -0.561
C 0.991 1.192 1.535
N 0.358 1.109 0.222
P 2.720 2.081 1.184
C 2.694 3.015 -0.420
C 4.033 0.748 0.925
C 5.395 1.371 0.432
H 2.459 -4.278 1.999
H 1.186 -3.268 2.707
H 0.949 -3.850 1.034
H 2.940 -2.545 0.275
H 3.315 -1.957 1.908
H 2.224 -0.286 2.639
H -1.169 -0.249 3.987
H 0.290 -0.754 4.850
H 1.991 0.475 5.065
H 2.599 1.663 3.913
H -0.523 1.288 6.427
H -0.700 3.413 5.392
H -1.675 3.011 2.856
H -1.170 2.894 1.227
H -1.784 0.123 1.789
H -3.019 1.049 2.692
H -5.326 2.579 -0.836
H -4.934 4.296 -0.675
H -5.468 2.445 1.814
H -6.675 3.536 1.029
H -5.155 4.203 1.836
H -4.676 -1.190 1.540
H -3.140 -1.068 0.617
H -5.716 -2.296 -0.199
H -5.202 -1.112 -1.421
H -4.112 -2.473 -0.924
H 0.106 2.020 -0.170
H 1.044 0.778 -0.460
H 1.908 3.802 -0.328
H 2.503 2.411 -1.333
H 3.652 3.580 -0.467
H 3.678 0.094 0.084
H 4.162 0.081 1.798
H 6.219 0.644 0.554
H 5.320 1.610 -0.651
H 5.542 2.319 0.989
C 0.646 -3.146 -5.888
C 1.443 -2.202 -4.942
C 1.982 -2.964 -3.705
C 0.965 -3.200 -2.592
C 0.255 -1.902 -2.224
C -0.403 -1.231 -3.444
N 0.582 -1.036 -4.564
O 1.307 -0.101 -4.274
C -1.601 -2.094 -3.897
C -1.054 0.087 -3.005
C 2.675 -1.802 -5.777
H -0.410 -2.897 -5.964
H 1.009 -3.086 -6.914
H 0.718 -4.188 -5.576
H 2.815 -2.398 -3.272
H 2.402 -3.920 -4.020
H 0.246 -3.967 -2.892
H 1.477 -3.595 -1.710
H -0.500 -2.101 -1.462
H 0.976 -1.219 -1.760
H -2.073 -1.677 -4.788
H -2.359 -2.127 -3.114
H -1.341 -3.131 -4.103
H -0.347 0.764 -2.527
H -1.841 -0.098 -2.274
H -1.506 0.607 -3.853
H 2.390 -1.199 -6.640
H 3.178 -2.696 -6.146
H 3.412 -1.244 -5.197
*
```

<S²>   0.76
HOMO-LUMO gap (spin up / spin down)   0.077 / 0.094 hartree
HOMO (spin up / spin down)   -0.32310 / -0.33309 Eh